No. 1
C14H27N3O3S | ωB97M-V with the def2-TZVPD basis set

lowest unoccupied orbital energy = 0.012 Ha
SMILES = CC[C@@H](C)[C@@H](NC(=O)[C@@H](CCSC)NC(C)=O)C(=O)NC
highest occupied orbital energy = -9.10 eV

Structure (XYZ):
```
48
Properties=species:S:1:pos:R:3:forces:R:3
C -2.142 1.294 0.523 -1.3 0.4 0.1
C 2.011 -1.216 0.255 0.1 0.8 -0.2
H 0.649 -3.909 -4.483 0.0 0.3 -0.2
H 1.505 -4.525 -3.076 -0.3 0.2 0.0
O 2.428 1.624 0.092 0.2 -0.3 0.7
H -4.081 2.390 0.459 0.2 -0.4 -0.1
S 0.321 -2.440 -2.602 0.0 -0.4 0.0
H 3.066 1.832 -2.678 0.0 0.1 -0.2
H -2.165 -0.233 -2.634 0.8 0.4 0.3
H -2.611 -0.685 -0.301 -0.3 0.0 0.2
C -1.201 0.614 1.544 0.2 -0.9 -0.6
N 2.084 -0.357 -0.948 -0.2 -1.3 0.6
H -1.685 -0.299 1.931 0.0 0.5 0.3
C -3.397 1.952 1.194 1.2 0.5 0.0
H -0.262 -4.708 -3.225 -0.2 -0.1 0.2
H 0.341 -4.038 -0.806 -0.3 0.0 -0.2
H 0.369 3.764 4.056 0.3 -0.6 0.1
C 2.256 0.971 -0.924 -0.1 1.0 0.4
H 2.699 -2.923 -0.856 0.3 -0.1 -0.1
H -1.564 2.115 0.081 0.0 0.0 -0.1
H -0.265 -2.471 -0.262 -0.2 -0.1 -0.2
O 0.811 -1.266 2.418 0.5 0.7 -2.7
C 0.887 -0.784 1.261 -0.7 -0.4 2.1
C 0.573 -4.044 -3.412 0.5 -0.2 0.2
H 1.432 1.101 -2.879 0.4 0.3 0.0
H -0.688 0.268 -1.604 -0.5 -0.6 -0.6
C 2.093 1.684 -2.215 -0.2 -0.9 -1.1
N 0.365 2.079 2.755 1.0 -0.1 -0.1
C 1.883 -2.667 -0.195 -1.5 0.5 -0.2
H 1.630 2.626 -2.018 -0.1 0.7 0.1
C 0.822 2.755 3.978 -0.3 0.0 -0.2
C 0.498 -2.963 -0.864 1.0 0.1 0.5
H -3.041 2.803 1.790 -0.3 -0.4 0.2
H -1.698 1.471 -2.270 -0.4 0.0 -0.1
H -3.641 0.635 -0.950 0.1 -0.2 0.4
H -3.925 1.237 1.819 -0.1 0.1 0.1
H 0.100 0.446 -0.109 0.1 0.4 -0.9
H 0.656 2.172 4.902 -0.6 0.2 -0.6
H 1.894 2.818 3.930 0.5 0.4 -0.3
C -1.742 0.454 -1.872 -0.1 0.0 0.1
C -2.632 0.361 -0.618 1.1 0.3 -0.4
C -0.851 1.520 2.722 -0.4 0.0 0.3
H 1.027 1.899 1.990 -0.4 0.1 0.7
H 1.989 -0.843 -1.837 -0.1 0.3 0.2
O -1.675 1.733 3.596 -0.2 -0.3 0.1
H 1.944 -3.247 0.711 0.1 -0.4 0.3
H 2.945 -1.146 0.813 0.0 0.3 0.1
N -0.011 0.143 0.818 0.3 -0.8 0.9
```
Positions in Å, forces in eV/Å.



No. 2
C34H24N3O5PRuS | ωB97M-V with the def2-TZVPD basis set

spin multiplicity = 2
lowest unoccupied orbital energy (spin up / spin down) = -0.197 / -0.189 Ha
net charge = +1
expectation value of S² = 0.8939
highest occupied orbital energy (spin up / spin down) = -9.93 / -9.93 eV

Structure (XYZ):
```
69
Properties=species:S:1:pos:R:3:forces:R:3
C -1.777 2.679 -0.694 -0.8 0.3 -0.3
O -1.125 5.021 -4.743 1.0 0.7 -1.6
C 1.132 -3.704 1.946 0.0 0.0 -0.1
H 0.515 -4.243 1.241 0.0 -0.1 -0.1
H -3.675 -3.208 2.471 0.0 -0.1 0.1
C 2.553 -2.339 -3.441 -0.1 0.0 0.1
O 2.422 -0.340 2.438 0.0 1.2 0.5
O 1.686 1.989 2.698 0.0 -0.3 -0.4
C -3.964 2.327 0.497 0.4 -0.1 0.1
C -0.099 3.531 -2.696 0.3 -0.8 1.2
H 2.434 2.822 -3.447 -0.1 0.1 0.0
O 0.183 0.238 3.352 -0.2 -0.1 -1.3
C 1.180 -2.505 -3.359 0.0 -0.1 -0.1
C -4.044 -2.054 0.710 0.2 0.0 0.0
H 1.593 -5.427 3.121 -0.1 -0.1 0.0
H 5.351 1.417 -0.644 0.1 0.0 0.0
C -3.473 -1.329 -0.326 -0.1 0.1 -0.1
C 3.318 1.516 0.010 0.8 0.0 0.2
H -1.970 0.419 3.112 -0.1 0.0 -0.1
C 2.608 -1.680 -1.137 -0.1 0.0 0.1
C -1.431 3.879 -2.710 -0.6 0.9 -1.2
H 0.555 3.876 -3.480 0.0 0.1 -0.2
H 3.161 -1.370 -0.260 0.1 0.0 0.0
C -2.584 2.153 0.414 -0.2 0.1 -0.1
N -0.491 2.326 -0.683 1.2 -1.7 1.3
H -3.328 3.785 -1.750 -0.1 0.1 -0.1
H 4.784 2.219 -2.945 0.0 0.0 -0.1
H 2.932 -4.180 4.764 0.0 0.0 0.1
C 4.020 2.118 -2.189 0.0 -0.1 0.3
C 2.718 -2.308 3.762 0.1 0.2 -0.2
H 3.064 -2.528 -4.373 0.0 0.0 -0.1
C -2.569 0.944 2.378 -0.4 -0.3 0.6
C -2.101 -1.170 -0.388 0.2 -0.1 -0.1
S 1.554 0.776 3.536 1.1 -0.2 1.0
H -4.488 2.889 -0.257 0.0 0.0 -0.1
Ru 0.365 0.995 1.069 -2.2 2.7 -2.2
C 1.324 -2.335 1.790 0.2 1.0 0.2
C -1.857 -2.498 1.606 0.2 0.0 0.0
C 4.337 1.659 -0.917 -0.1 0.2 -0.1
H -5.720 1.889 1.641 -0.1 0.0 0.0
C -4.651 1.766 1.561 0.2 0.0 0.0
P 0.483 -1.335 0.530 -0.6 0.2 -0.2
C -3.232 -2.639 1.669 -0.1 0.0 0.0
C 0.350 2.737 -1.636 -0.2 0.4 -1.0
H -4.102 -0.884 -1.081 0.0 0.1 -0.1
H 3.516 1.164 1.015 0.0 0.0 -0.1
H -5.117 -2.156 0.772 -0.1 0.0 0.0
H 3.333 -1.756 4.454 0.1 0.1 0.1
H -1.235 -2.943 2.368 0.0 0.0 0.1
H 0.627 -2.842 -4.221 -0.1 0.0 -0.1
C 2.493 -3.662 3.925 0.0 0.1 -0.1
C -2.020 4.769 -3.977 1.1 -1.5 2.2
C 2.709 2.461 -2.470 -0.2 0.0 0.3
C 3.269 -1.939 -2.322 0.0 0.0 0.0
C 1.745 2.323 -1.472 0.2 0.0 -0.2
H -4.437 0.600 3.362 0.0 0.0 0.1
C -2.296 3.478 -1.714 0.8 -0.7 0.9
N 2.059 1.825 -0.266 -0.6 -1.3 0.6
O -3.205 4.936 -3.837 -2.0 0.6 -0.3
H 4.342 -1.838 -2.376 0.1 0.0 0.0
C 0.508 -2.253 -2.174 -0.2 0.0 0.2
C 2.166 -1.642 2.672 -0.3 -1.3 0.1
C -1.277 -1.774 0.568 0.1 0.3 -0.1
C 1.221 -1.834 -1.056 0.1 0.6 0.2
N -1.912 1.477 1.359 1.3 -0.9 0.2
C 1.727 -4.364 3.005 0.0 -0.1 0.0
C -3.944 1.053 2.517 0.1 0.1 -0.1
H -0.560 -2.404 -2.118 0.0 0.0 0.0
H -1.653 -0.572 -1.175 -0.1 0.0 0.0
```
Positions in Å, forces in eV/Å.



No. 3
C3H9ClO2Si | ωB97M-V with the def2-TZVPD basis set

lowest unoccupied orbital energy = -0.018 Ha
highest occupied orbital energy = -7.98 eV

Structure (XYZ):
```
16
Properties=species:S:1:pos:R:3:forces:R:3
H 0.722 -1.979 1.236 -0.2 0.9 -0.1
H -2.546 2.225 -1.217 0.7 0.6 -0.1
O -0.263 0.063 -1.201 -1.5 0.2 1.7
H 1.844 -0.588 1.083 -0.6 0.6 0.5
H -3.198 0.478 -0.114 -0.2 0.3 0.9
H 0.773 -1.018 -2.588 -0.7 0.4 -1.6
C -0.658 0.313 0.012 0.8 1.1 -0.1
H 0.846 -0.980 2.640 0.3 0.6 -0.4
Cl 2.544 1.319 0.056 -0.1 0.2 0.0
C 0.893 -0.916 1.546 0.3 -2.3 -0.1
O -0.245 -0.094 1.182 -0.7 0.4 -2.0
Si -2.188 1.570 0.038 0.7 -1.0 1.3
H 1.760 -0.199 -1.377 -1.0 -0.8 0.2
H 0.749 -1.745 -1.116 0.0 -0.4 1.0
H -1.826 2.329 1.385 -0.9 -0.7 -1.6
C 0.794 -0.777 -1.566 3.0 0.0 0.3
```
Positions in Å, forces in eV/Å.



No. 4
C9H14N4 | ωB97M-V with the def2-TZVPD basis set

lowest unoccupied orbital energy (spin up / spin down) = -0.289 / -0.289 Ha
net charge = +2
highest occupied orbital energy (spin up / spin down) = -15.15 / -15.15 eV

Structure (XYZ):
```
27
Properties=species:S:1:pos:R:3:forces:R:3
C -2.985 0.569 0.202 -4.2 -0.4 1.9
C 0.306 0.684 -0.503 0.3 1.0 0.4
H 0.000 1.358 0.277 0.1 0.5 0.4
C 4.093 -1.177 -0.499 -2.2 0.1 0.0
H -2.387 -1.297 1.054 0.6 -0.8 0.3
H 2.912 1.044 2.493 -0.8 -0.7 -1.0
H -5.093 1.477 0.473 0.5 1.1 -0.8
C 1.937 -0.756 -1.533 -0.3 -0.6 0.7
C 3.130 -1.382 -1.527 -0.1 0.0 -2.1
C 3.699 -0.481 0.603 0.1 0.2 -0.9
H -0.474 -0.047 -2.290 0.5 0.9 1.6
H -2.234 1.148 -0.286 0.1 -0.2 0.0
H -4.694 -0.393 2.301 1.0 -0.1 -1.8
H -1.160 1.275 -1.902 -2.3 3.8 -0.5
H 1.235 -0.959 -2.354 0.6 0.3 0.4
C -4.391 -0.435 1.181 -4.8 0.1 0.8
H 5.024 -1.662 -0.572 1.1 -0.2 0.1
H -5.204 -1.030 0.613 1.4 0.5 1.0
H 3.310 -1.915 -2.472 0.6 -0.1 0.8
N -4.287 0.881 0.519 1.7 -1.6 0.7
H 4.409 -0.287 1.347 0.8 0.1 1.2
N 2.153 0.801 1.818 4.6 -0.3 1.3
N -0.578 0.658 -1.502 2.8 -5.5 -1.6
C 1.514 0.015 -0.390 -0.7 -0.3 -0.9
C 2.429 0.128 0.726 -0.4 -0.3 -1.2
N -3.089 -0.658 0.782 2.9 1.4 -1.5
H 1.343 1.167 2.109 -3.9 1.4 0.6
```
Positions in Å, forces in eV/Å.